[1]
{
  "formula": "C17H23Cl2NO4S",
  "method": "ωB97M-V/def2-TZVPD",
  "e_homo_ev": -9.196,
  "smiles": "CC(C)CC(=O)N1CCC(O)(CS(=O)(=O)c2ccc(Cl)c(Cl)c2)CC1",
  "relative_energy_kcal_mol": 0.0,
  "orbital_gap_ha": 0.34019,
  "spin_multiplicity": 1,
  "symbols": ["C", "H", "H", "H", "C", "C", "H", "H", "H", "C", "C", "O", "N", "C", "H", "C", "H", "H", "C", "O", "H", "C", "H", "H", "C", "H", "H", "C", "H", "H", "S", "O", "O", "C", "C", "C", "C", "C", "C", "H", "H", "Cl", "Cl", "H", "H", "H", "H", "H"],
  "coordinates": [[-4.10, 3.09, 5.90], [-4.38, 2.51, 6.77], [-4.79, 3.93, 5.82], [-3.10, 3.48, 6.06], [-4.15, 2.22, 4.64], [-3.21, 1.03, 4.78], [-2.18, 1.36, 4.88], [-3.30, 0.38, 3.91], [-3.47, 0.44, 5.66], [-3.80, 3.06, 3.41], [-4.03, 2.24, 2.15], [-5.16, 1.87, 1.87], [-2.98, 1.93, 1.34], [-1.57, 2.18, 1.54], [-1.40, 2.82, 2.40], [-0.81, 0.87, 1.72], [0.26, 1.08, 1.80], [-1.14, 0.36, 2.62], [-1.04, -0.06, 0.51], [-0.43, 0.57, -0.61], [-0.73, 0.08, -1.39], [-2.55, -0.24, 0.29], [-2.72, -0.83, -0.60], [-2.97, -0.77, 1.15], [-3.22, 1.13, 0.16], [-4.30, 1.01, 0.05], [-2.82, 1.66, -0.71], [-0.37, -1.42, 0.75], [0.61, -1.31, 1.22], [-0.99, -2.09, 1.34], [-0.03, -2.28, -0.83], [-0.93, -1.82, -1.85], [0.01, -3.69, -0.55], [1.64, -1.75, -1.27], [1.84, -0.90, -2.33], [3.13, -0.50, -2.65], [4.21, -0.96, -1.89], [3.99, -1.83, -0.83], [2.70, -2.23, -0.52], [2.51, -2.92, 0.29], [4.83, -2.19, -0.26], [5.81, -0.47, -2.27], [3.39, 0.56, -3.97], [1.00, -0.56, -2.91], [-1.19, 2.68, 0.64], [-2.78, 3.44, 3.50], [-4.48, 3.90, 3.35], [-5.17, 1.85, 4.51]],
  "nbo_charge": [-0.600, 0.210, 0.210, 0.197, -0.205, -0.610, 0.194, 0.206, 0.215, -0.490, 0.695, -0.646, -0.444, -0.210, 0.213, -0.414, 0.218, 0.212, 0.251, -0.749, 0.492, -0.441, 0.237, 0.211, -0.232, 0.257, 0.198, -0.657, 0.241, 0.257, 2.177, -0.964, -0.928, -0.310, -0.186, -0.060, -0.053, -0.214, -0.178, 0.240, 0.239, 0.053, 0.052, 0.254, 0.210, 0.198, 0.238, 0.219]
}

[2]
{
  "formula": "C17H23ClN2Re",
  "method": "ωB97M-V/def2-TZVPD",
  "total_charge": 2,
  "e_homo_ev": [-13.525, -14.731],
  "relative_energy_kcal_mol": 14.2,
  "orbital_gap_ha": [0.23375, 0.18751],
  "spin_multiplicity": 4,
  "symbols": ["C", "C", "C", "C", "Cl", "H", "H", "H", "H", "H", "H", "H", "H", "H", "C", "C", "C", "H", "C", "C", "H", "H", "H", "H", "C", "C", "C", "H", "C", "C", "H", "H", "H", "H", "Re", "N", "C", "C", "N", "C", "H", "H", "H", "H"],
  "coordinates": [[-0.88, 2.61, -4.45], [-2.36, 2.40, -4.80], [-0.59, 4.11, -4.30], [0.01, 2.00, -5.54], [-0.54, 1.80, -2.89], [-0.79, 4.64, -5.25], [0.46, 4.28, -4.05], [-1.21, 4.56, -3.52], [-2.61, 2.89, -5.76], [-3.02, 2.82, -4.03], [-2.60, 1.33, -4.91], [-0.19, 2.49, -6.51], [-0.19, 0.93, -5.66], [1.07, 2.14, -5.30], [-0.79, -0.25, 3.37], [-0.08, 0.97, 3.00], [-0.64, 1.44, 1.74], [0.52, 1.54, 3.70], [-1.70, 0.57, 1.36], [-1.80, -0.47, 2.33], [-2.56, -1.25, 2.29], [-0.75, -0.72, 4.34], [-0.43, 2.40, 1.29], [-2.35, 0.65, 0.50], [2.29, -1.89, 0.92], [2.46, -1.34, 2.28], [2.50, 0.11, 2.12], [2.70, -1.89, 3.17], [2.34, 0.41, 0.71], [2.27, -0.81, -0.01], [2.23, -0.95, -1.09], [2.32, -2.93, 0.62], [2.82, 0.79, 2.90], [2.47, 1.39, 0.26], [0.55, -0.73, 1.84], [0.41, -4.80, 3.33], [-0.83, -4.43, 3.77], [-1.04, -3.17, 3.31], [0.11, -2.73, 2.64], [0.94, -3.79, 2.64], [0.92, -5.67, 3.50], [-1.48, -5.02, 4.39], [-1.89, -2.53, 3.49], [1.93, -3.86, 2.23]],
  "nbo_charge": [0.018, -0.629, -0.629, -0.629, -0.135, 0.233, 0.218, 0.218, 0.233, 0.218, 0.219, 0.233, 0.218, 0.217, -0.358, -0.278, -0.264, 0.291, -0.148, -0.260, 0.270, 0.292, 0.287, 0.290, -0.248, -0.347, -0.261, 0.288, -0.233, -0.147, 0.297, 0.276, 0.295, 0.298, 1.293, -0.453, -0.033, -0.067, -0.530, 0.237, 0.466, 0.273, 0.242, 0.231]
}

[3]
{
  "formula": "C17H23F3FeN5O",
  "method": "ωB97M-V/def2-TZVPD",
  "e_homo_ev": [-3.691, -7.761],
  "relative_energy_kcal_mol": 9.7,
  "orbital_gap_ha": [0.12261, 0.27106],
  "spin_multiplicity": 6,
  "symbols": ["Fe", "C", "C", "N", "C", "C", "C", "C", "C", "C", "C", "N", "C", "C", "N", "N", "H", "H", "H", "H", "H", "H", "H", "H", "H", "H", "H", "H", "H", "H", "H", "H", "H", "H", "F", "C", "F", "F", "O", "N", "C", "C", "C", "C", "C", "H", "H", "H", "H", "H"],
  "coordinates": [[-0.75, -0.16, -0.11], [1.86, 0.77, 1.37], [2.65, 0.31, 0.15], [1.77, -0.35, -0.80], [1.90, -0.05, -2.22], [0.71, 0.73, -2.76], [0.67, 1.09, -4.07], [-0.39, 1.90, -4.56], [-1.32, 2.37, -3.61], [-1.25, 1.96, -2.31], [-2.26, 2.45, -1.29], [-1.90, 2.07, 0.07], [-1.07, 3.04, 0.79], [-0.11, 2.31, 1.72], [0.61, 1.36, 0.88], [-0.29, 1.07, -1.85], [2.45, 1.49, 1.95], [1.63, -0.08, 2.02], [3.49, -0.31, 0.45], [3.06, 1.20, -0.34], [1.63, -1.33, -0.61], [2.01, -0.98, -2.78], [2.80, 0.54, -2.39], [1.47, 0.77, -4.73], [-0.45, 2.18, -5.60], [-2.10, 3.07, -3.90], [-3.24, 2.01, -1.51], [-2.37, 3.54, -1.40], [-2.72, 1.87, 0.60], [-1.67, 3.75, 1.36], [-0.48, 3.60, 0.06], [-0.68, 1.77, 2.48], [0.56, 3.02, 2.22], [0.80, 1.80, -0.01], [-2.85, 0.61, 2.27], [-2.27, -0.39, 1.55], [-2.72, -1.53, 2.17], [-3.07, -0.39, 0.33], [-0.01, -2.23, 0.05], [0.15, -3.07, 1.03], [-0.92, -3.59, 1.66], [-0.76, -4.47, 2.71], [0.51, -4.83, 3.12], [1.59, -4.30, 2.45], [1.39, -3.42, 1.40], [-1.87, -3.24, 1.29], [-1.64, -4.86, 3.20], [0.65, -5.52, 3.95], [2.61, -4.57, 2.72], [2.19, -2.97, 0.83]],
  "nbo_charge": [1.443, -0.216, -0.217, -0.683, -0.244, 0.131, -0.266, -0.334, -0.262, 0.121, -0.247, -0.669, -0.223, -0.225, -0.699, -0.797, 0.180, 0.181, 0.180, 0.197, 0.396, 0.200, 0.191, 0.196, 0.197, 0.199, 0.210, 0.184, 0.398, 0.193, 0.197, 0.208, 0.176, 0.407, -0.386, 0.479, -0.395, -0.449, -0.671, 0.079, 0.032, -0.213, -0.179, -0.211, 0.006, 0.266, 0.241, 0.232, 0.235, 0.229]
}

What did the third record say?
{
  "formula": "C17H23F3FeN5O",
  "method": "ωB97M-V/def2-TZVPD",
  "e_homo_ev": [-3.691, -7.761],
  "relative_energy_kcal_mol": 9.7,
  "orbital_gap_ha": [0.12261, 0.27106],
  "spin_multiplicity": 6,
  "symbols": ["Fe", "C", "C", "N", "C", "C", "C", "C", "C", "C", "C", "N", "C", "C", "N", "N", "H", "H", "H", "H", "H", "H", "H", "H", "H", "H", "H", "H", "H", "H", "H", "H", "H", "H", "F", "C", "F", "F", "O", "N", "C", "C", "C", "C", "C", "H", "H", "H", "H", "H"],
  "coordinates": [[-0.75, -0.16, -0.11], [1.86, 0.77, 1.37], [2.65, 0.31, 0.15], [1.77, -0.35, -0.80], [1.90, -0.05, -2.22], [0.71, 0.73, -2.76], [0.67, 1.09, -4.07], [-0.39, 1.90, -4.56], [-1.32, 2.37, -3.61], [-1.25, 1.96, -2.31], [-2.26, 2.45, -1.29], [-1.90, 2.07, 0.07], [-1.07, 3.04, 0.79], [-0.11, 2.31, 1.72], [0.61, 1.36, 0.88], [-0.29, 1.07, -1.85], [2.45, 1.49, 1.95], [1.63, -0.08, 2.02], [3.49, -0.31, 0.45], [3.06, 1.20, -0.34], [1.63, -1.33, -0.61], [2.01, -0.98, -2.78], [2.80, 0.54, -2.39], [1.47, 0.77, -4.73], [-0.45, 2.18, -5.60], [-2.10, 3.07, -3.90], [-3.24, 2.01, -1.51], [-2.37, 3.54, -1.40], [-2.72, 1.87, 0.60], [-1.67, 3.75, 1.36], [-0.48, 3.60, 0.06], [-0.68, 1.77, 2.48], [0.56, 3.02, 2.22], [0.80, 1.80, -0.01], [-2.85, 0.61, 2.27], [-2.27, -0.39, 1.55], [-2.72, -1.53, 2.17], [-3.07, -0.39, 0.33], [-0.01, -2.23, 0.05], [0.15, -3.07, 1.03], [-0.92, -3.59, 1.66], [-0.76, -4.47, 2.71], [0.51, -4.83, 3.12], [1.59, -4.30, 2.45], [1.39, -3.42, 1.40], [-1.87, -3.24, 1.29], [-1.64, -4.86, 3.20], [0.65, -5.52, 3.95], [2.61, -4.57, 2.72], [2.19, -2.97, 0.83]],
  "nbo_charge": [1.443, -0.216, -0.217, -0.683, -0.244, 0.131, -0.266, -0.334, -0.262, 0.121, -0.247, -0.669, -0.223, -0.225, -0.699, -0.797, 0.180, 0.181, 0.180, 0.197, 0.396, 0.200, 0.191, 0.196, 0.197, 0.199, 0.210, 0.184, 0.398, 0.193, 0.197, 0.208, 0.176, 0.407, -0.386, 0.479, -0.395, -0.449, -0.671, 0.079, 0.032, -0.213, -0.179, -0.211, 0.006, 0.266, 0.241, 0.232, 0.235, 0.229]
}

Which formula does entry 3 have? C17H23F3FeN5O